Entry 1:
C19H76ClO23 | the ωB97M-V functional and the def2-TZVPD basis

- Orbital gap: 9.406 eV
- Total charge: -1
- Calculated total energy: -2959.6268 hartree
- HOMO level: -0.27475 Eh

Atoms and positions in Å:
Cl1 0.055 0.122 -0.562
O1 -0.932 -0.246 0.426
O2 -0.374 -0.394 -1.838
O3 0.113 1.555 -0.660
O4 1.346 -0.287 -0.204
C1 -1.605 -3.934 -1.106
O5 -0.651 -4.911 -0.767
H1 -1.132 -3.097 -1.618
H2 -2.276 -4.406 -1.824
H3 -2.038 -3.522 -0.194
H4 -0.936 -5.648 -1.312
C2 0.984 -2.957 1.896
O6 -0.423 -2.701 2.181
H5 1.310 -3.901 2.332
H6 1.162 -3.026 0.823
H7 1.549 -2.179 2.410
H8 -0.767 -1.978 1.651
C3 0.487 6.481 -2.483
O7 1.801 6.485 -2.971
H9 0.069 5.551 -2.096
H10 0.436 7.266 -1.728
H11 -0.187 6.601 -3.331
H12 1.984 5.556 -3.128
C4 -2.376 2.509 5.615
O8 -3.262 2.008 4.634
H13 -2.873 2.856 6.521
H14 -1.611 1.846 6.018
H15 -1.640 3.215 5.232
H16 -3.105 2.388 3.767
C5 -1.645 3.132 -3.473
O9 -0.563 2.240 -3.743
H17 -1.700 3.766 -4.357
H18 -2.591 2.647 -3.234
H19 -1.426 3.664 -2.548
H20 -0.581 1.467 -3.175
C6 -2.543 -5.257 2.347
O10 -1.400 -5.199 3.171
H21 -2.845 -6.287 2.159
H22 -3.306 -4.642 2.824
H23 -2.244 -4.862 1.376
H24 -0.837 -4.489 2.854
C7 -5.355 -3.324 0.259
O11 -5.724 -4.708 0.585
H25 -6.149 -2.684 -0.126
H26 -4.821 -2.869 1.093
H27 -4.624 -3.329 -0.550
H28 -5.900 -5.111 -0.268
C8 -1.951 -1.762 4.853
O12 -2.570 -0.807 5.647
H29 -2.543 -1.872 3.944
H30 -0.946 -1.488 4.531
H31 -1.875 -2.618 5.524
H32 -2.725 0.002 5.154
C9 -3.662 1.979 1.201
O13 -3.520 3.078 2.029
H33 -3.324 1.158 1.832
H34 -4.673 1.773 0.849
H35 -2.927 1.819 0.413
H36 -3.913 3.794 1.524
C10 2.176 5.400 0.584
O14 3.430 5.656 0.976
H37 1.769 4.467 0.976
H38 1.455 6.123 0.965
H39 2.140 5.479 -0.503
H40 3.942 6.007 0.244
C11 -5.177 -0.244 -2.009
O15 -5.776 -1.182 -2.902
H41 -4.452 0.488 -2.365
H42 -5.920 0.291 -1.417
H43 -4.645 -0.762 -1.211
H44 -6.683 -1.243 -2.591
C12 3.080 3.214 -3.360
O16 2.000 3.736 -2.600
H45 2.806 3.107 -4.410
H46 4.039 3.662 -3.098
H47 3.321 2.243 -2.927
H48 1.317 3.065 -2.665
C13 6.641 -0.629 2.215
O17 5.412 -1.115 1.735
H49 7.545 -0.819 1.638
H50 6.597 0.452 2.351
H51 6.908 -0.920 3.231
H52 5.136 -0.409 1.146
C14 3.085 0.300 3.932
O18 3.002 1.420 4.743
H53 3.649 0.633 3.061
H54 3.461 -0.627 4.365
H55 2.103 0.063 3.524
H56 3.391 2.103 4.191
C15 2.092 -5.142 -2.396
O19 1.860 -6.509 -1.904
H57 1.323 -4.935 -3.141
H58 2.042 -4.375 -1.623
H59 3.106 -5.043 -2.783
H60 1.042 -6.316 -1.440
C16 0.400 2.401 3.080
O20 -0.380 3.237 2.317
H61 0.689 1.518 2.509
H62 1.310 2.739 3.575
H63 -0.266 2.035 3.862
H64 -0.979 2.686 1.809
C17 4.415 1.690 0.188
O21 4.746 0.399 -0.365
H65 3.640 1.624 0.952
H66 5.275 2.106 0.713
H67 4.145 2.385 -0.607
H68 3.902 0.027 -0.631
C18 2.055 -0.685 -3.958
O22 1.908 -1.857 -3.198
H69 2.470 0.099 -3.325
H70 2.685 -0.726 -4.846
H71 1.032 -0.461 -4.263
H72 1.427 -1.599 -2.408
C19 -0.353 -2.368 -6.945
O23 -0.781 -3.545 -6.356
H73 0.655 -2.357 -7.359
H74 -1.029 -1.877 -7.645
H75 -0.363 -1.636 -6.136
H76 -0.048 -3.939 -5.876

These are the Löwdin partial charges, in e, on atoms 1 to 8: number 1, Cl, carries 0.62; number 2, O, carries -0.35; number 3, O, carries -0.35; number 4, O, carries -0.35; number 5, O, carries -0.32; number 6, C, carries -0.14; number 7, O, carries -0.12; number 8, H, carries 0.07

---

Entry 2:
C19H76O19 | the ωB97M-V functional and the def2-TZVPD basis

- Orbital gap: 9.554 eV
- Calculated total energy: -2198.7489 hartree
- HOMO level: -0.34932 Eh

Atoms and positions in Å:
C1 -1.302 -4.651 -2.993
O1 -2.190 -4.264 -3.994
H1 -1.523 -5.699 -2.714
H2 -0.234 -4.534 -3.243
H3 -1.509 -4.018 -2.102
H4 -2.100 -3.308 -4.179
C2 -0.750 2.036 -3.182
O2 -0.945 1.041 -2.153
H5 -1.485 2.824 -2.973
H6 0.252 2.458 -3.133
H7 -0.902 1.694 -4.207
H8 -1.899 0.707 -2.075
C3 1.407 -4.797 0.398
O3 0.671 -5.093 -0.748
H9 0.996 -5.370 1.223
H10 2.472 -5.092 0.262
H11 1.323 -3.739 0.655
H12 1.040 -4.419 -1.370
C4 1.335 3.513 0.266
O4 2.452 4.071 0.957
H13 0.781 4.317 -0.212
H14 1.555 2.885 -0.595
H15 0.669 3.125 1.036
H16 2.878 3.358 1.454
C5 -2.943 3.414 1.331
O5 -3.140 2.385 2.216
H17 -1.939 3.407 0.883
H18 -3.733 3.433 0.561
H19 -3.026 4.336 1.887
H20 -3.539 1.674 1.705
C6 3.672 4.131 -3.221
O6 2.498 3.344 -3.108
H21 4.490 3.413 -3.378
H22 3.534 4.824 -4.076
H23 3.812 4.779 -2.352
H24 2.804 2.471 -2.825
C7 -5.684 0.078 1.073
O7 -4.465 0.603 0.525
H25 -6.326 0.826 1.477
H26 -6.225 -0.349 0.247
H27 -5.330 -0.684 1.765
H28 -4.044 -0.194 0.168
C8 2.518 1.615 3.618
O8 3.295 1.543 2.431
H29 1.878 2.479 3.643
H30 1.861 0.744 3.822
H31 3.216 1.715 4.478
H32 3.300 0.639 2.068
C9 -2.309 -2.296 1.966
O9 -3.173 -3.161 1.233
H33 -2.348 -1.322 1.520
H34 -2.517 -2.217 3.036
H35 -1.283 -2.632 1.937
H36 -2.940 -4.111 1.318
C10 0.567 4.916 3.388
O10 0.675 5.929 4.404
H37 -0.115 5.182 2.563
H38 1.483 4.681 2.912
H39 0.139 4.034 3.851
H40 1.306 6.570 4.073
C11 4.469 -2.046 2.311
O11 3.495 -1.265 1.717
H41 4.298 -2.157 3.399
H42 4.688 -3.023 1.833
H43 5.389 -1.475 2.243
H44 2.713 -1.790 1.928
C12 -4.355 2.701 -2.281
O12 -3.705 1.448 -1.944
H45 -3.817 2.957 -3.191
H46 -5.379 2.521 -2.622
H47 -4.322 3.436 -1.495
H48 -3.932 1.205 -1.043
C13 -0.959 0.492 3.692
O13 -0.108 -0.497 4.300
H49 -0.494 0.621 2.733
H50 -1.987 0.189 3.515
H51 -0.920 1.460 4.176
H52 -0.510 -0.777 5.154
C14 -4.574 -1.685 -1.795
O14 -3.330 -1.307 -1.163
H53 -4.266 -2.229 -2.679
H54 -5.244 -2.270 -1.163
H55 -5.075 -0.751 -2.056
H56 -3.011 -2.072 -0.651
C15 -0.164 -1.156 -4.660
O15 -1.321 -1.583 -5.291
H57 0.429 -0.525 -5.311
H58 -0.387 -0.520 -3.790
H59 0.368 -2.017 -4.253
H60 -1.022 -2.143 -6.013
C16 3.056 -2.649 -2.258
O16 1.663 -2.804 -2.120
H61 3.440 -2.114 -1.412
H62 3.574 -3.584 -2.390
H63 3.227 -1.999 -3.068
H64 1.330 -1.923 -1.818
C17 4.253 1.359 -1.081
O17 3.470 1.026 -2.168
H65 5.343 1.302 -1.322
H66 4.063 2.403 -0.789
H67 4.089 0.705 -0.216
H68 2.694 0.511 -1.848
C18 1.492 -3.883 3.791
O18 1.479 -2.652 3.111
H69 1.728 -3.683 4.854
H70 0.461 -4.344 3.754
H71 2.158 -4.591 3.329
H72 0.906 -2.007 3.557
C19 1.042 -0.031 0.177
O19 1.154 -0.276 -1.212
H73 2.005 0.309 0.551
H74 0.322 0.771 0.399
H75 0.774 -0.933 0.732
H76 0.348 0.099 -1.671

These are the Löwdin partial charges, in e, on atoms 1 to 8: number 1, C, carries -0.19; number 2, O, carries -0.13; number 3, H, carries 0.09; number 4, H, carries 0.07; number 5, H, carries 0.07; number 6, H, carries 0.05; number 7, C, carries -0.09; number 8, O, carries -0.19

---

Entry 3:
C19H8BrF5NO5Pd | the ωB97M-V functional and the def2-TZVPD basis

- Orbital gap: 7.181 eV
- Total charge: -1
- Calculated total energy: -4361.1088 hartree
- HOMO level: -0.19168 Eh

Atoms and positions in Å:
Pd1 -0.421 0.141 -1.717
O1 3.097 2.529 -0.100
C1 2.137 1.984 -0.884
O2 2.352 0.992 -1.530
C2 0.874 2.771 -0.861
C3 0.885 4.070 -0.385
C4 -0.277 4.824 -0.454
C5 -1.402 4.259 -1.018
C6 -1.352 2.940 -1.475
N1 -0.242 2.211 -1.368
C7 -2.616 2.350 -2.168
O3 -3.612 3.078 -2.089
O4 -2.473 1.245 -2.725
H1 3.860 1.942 -0.203
H2 1.802 4.468 0.024
H3 -0.293 5.841 -0.083
H4 -2.347 4.768 -1.133
Br1 0.598 -0.923 4.751
C8 0.340 -0.605 2.891
C9 1.324 -0.983 1.997
C10 1.131 -0.749 0.640
C11 -0.038 -0.144 0.185
C12 -1.014 0.233 1.106
C13 -0.829 -0.001 2.464
H5 2.227 -1.463 2.352
H6 1.889 -1.057 -0.068
H7 -1.935 0.691 0.766
H8 -1.592 0.278 3.177
F1 0.146 -5.770 1.710
C14 -0.010 -4.803 0.788
C15 0.979 -4.555 -0.144
F2 2.114 -5.275 -0.110
C16 0.812 -3.569 -1.098
F3 1.822 -3.334 -1.953
C17 -0.346 -2.777 -1.175
O5 -0.481 -1.844 -2.069
C18 -1.334 -3.075 -0.216
F4 -2.463 -2.354 -0.211
C19 -1.170 -4.051 0.745
F5 -2.140 -4.284 1.643

These are the Löwdin partial charges, in e, on atoms 1 to 8: number 1, Pd, carries 0.97; number 2, O, carries 0.10; number 3, C, carries -0.47; number 4, O, carries 0.09; number 5, C, carries -0.17; number 6, C, carries 0.00; number 7, C, carries -0.04; number 8, C, carries 0.02